(1)
ORCA calculation (ωB97M-V/def2-TZVPD) on C8H28B2KO4 as an isolated structure in a non-equilibrium geometry.

As for the net charge: -1. The energy relative to the best compared isomer or geometry (same formula, charge and spin) comes out at 90.2 kcal per mole. For the gap between HOMO and LUMO, the calculation gives 6.97 eV. Its LUMO energy is 2.2 eV. As for the spin multiplicity: 1.

Positions of all 43 atoms, in Å:
1 K 1.677 0.191 0.995
2 B 2.819 -2.664 1.513
3 H 2.090 -2.118 2.092
4 H 2.310 -3.615 1.502
5 H 2.953 -2.363 0.486
6 H 3.754 -2.823 2.028
7 B 3.049 1.738 3.041
8 H 3.713 0.919 2.810
9 H 2.233 1.336 3.622
10 H 3.707 2.361 3.626
11 H 2.685 2.316 2.205
12 C 0.836 4.889 -1.908
13 O 0.640 3.551 -1.528
14 C -0.176 2.725 -2.298
15 C -0.076 1.265 -1.754
16 O 1.238 0.607 -1.680
17 C 1.539 -0.066 -2.930
18 H 1.537 5.536 -1.382
19 H -0.097 5.450 -1.854
20 H 0.976 4.808 -2.986
21 H 0.010 2.633 -3.368
22 H -1.247 2.876 -2.167
23 H -0.824 0.643 -2.245
24 H -0.629 1.307 -0.815
25 H 2.445 -0.657 -2.802
26 H 1.757 0.546 -3.805
27 H 0.772 -0.757 -3.279
28 C -5.081 -1.168 0.684
29 O -3.794 -0.785 1.062
30 C -2.977 -1.927 1.353
31 C -1.456 -1.568 1.648
32 O -0.655 -1.461 0.397
33 C -0.255 -2.752 -0.069
34 H -5.529 -1.989 1.245
35 H -5.245 -1.510 -0.338
36 H -5.760 -0.315 0.680
37 H -2.974 -2.623 0.514
38 H -3.258 -2.501 2.236
39 H -0.905 -2.207 2.337
40 H -1.512 -0.549 2.032
41 H -1.056 -3.253 -0.612
42 H 0.311 -3.404 0.596
43 H 0.457 -2.622 -0.884

***

(2)
ORCA calculation (ωB97M-V/def2-TZVPD) on C8H28B2MnO4 as an isolated structure in a non-equilibrium geometry.

As for the net charge: 0. The energy relative to the best compared isomer or geometry (same formula, charge and spin) comes out at 89.4 kcal per mole. The expectation value of S² is 8.753. For the gap between HOMO and LUMO (spin up / spin down), the calculation gives 8.31 / 9.39 eV. Its LUMO energy (spin up / spin down) is 0.4 / 0.4 eV. As for the spin multiplicity: 6.

Positions of all 43 atoms, in Å:
1 Mn 0.224 -0.105 0.351
2 B 2.506 0.491 0.804
3 H 3.003 1.345 1.237
4 H 1.981 0.696 -0.116
5 H 3.245 -0.293 0.736
6 H 1.772 0.101 1.493
7 B -0.602 -0.989 2.238
8 H -0.288 -0.745 3.242
9 H 0.060 -1.531 1.580
10 H -1.467 -1.622 2.354
11 H -0.942 -0.068 1.790
12 C 0.321 2.399 2.301
13 O 0.170 1.878 0.984
14 C -0.049 2.891 -0.024
15 C 0.297 2.391 -1.381
16 O 0.030 0.986 -1.473
17 C 0.422 0.444 -2.707
18 H 0.223 1.575 3.008
19 H -0.437 3.101 2.651
20 H 1.241 2.983 2.321
21 H 0.516 3.818 0.072
22 H -1.102 3.150 0.080
23 H 1.308 2.637 -1.707
24 H -0.449 2.905 -1.987
25 H 1.500 0.419 -2.865
26 H -0.090 0.906 -3.551
27 H 0.135 -0.607 -2.670
28 C 1.833 -2.652 -0.644
29 O 0.590 -1.861 -0.666
30 C -0.505 -2.611 -1.130
31 C -1.797 -2.039 -0.656
32 O -1.722 -0.614 -0.585
33 C -2.903 -0.040 0.128
34 H 2.732 -2.084 -0.406
35 H 1.965 -3.234 -1.556
36 H 1.783 -3.433 0.115
37 H -0.533 -3.675 -0.895
38 H -0.539 -2.645 -2.219
39 H -2.178 -2.604 0.196
40 H -2.576 -2.188 -1.403
41 H -3.066 -0.415 1.138
42 H -3.857 -0.094 -0.397
43 H -2.756 1.036 0.219

***

(3)
ORCA calculation (ωB97M-V/def2-TZVPD) on a 16-piece molecular cluster, C8H28B2O30 overall in a non-equilibrium geometry.

As for the net charge: -2. The energy relative to the best compared isomer or geometry (same formula, charge and spin) comes out at 88.5 kcal per mole. For the gap between HOMO and LUMO, the calculation gives 8.88 eV. Its LUMO energy is 3.0 eV. As for the spin multiplicity: 1.

Positions of all 68 atoms, in Å:
1 O -30.924 13.584 8.173
2 C -30.994 13.498 9.400
3 O -31.463 12.421 10.134
4 B -31.483 12.759 11.585
5 O -31.079 14.211 11.602
6 C -30.755 14.681 10.392
7 O -30.350 15.807 10.089
8 O -30.631 11.886 12.439
9 C -31.360 11.355 13.344
10 O -30.873 10.697 14.276
11 C -32.849 11.772 13.116
12 O -32.873 12.571 12.071
13 O -33.799 11.587 13.884
14 O -26.173 18.077 13.423
15 C -25.722 18.505 12.384
16 O -24.879 17.883 11.543
17 B -24.491 18.836 10.520
18 O -25.069 20.145 10.902
19 C -25.923 19.969 11.892
20 O -26.738 20.785 12.351
21 O -23.016 18.830 10.303
22 C -22.647 18.660 9.040
23 O -21.452 18.623 8.623
24 C -23.945 18.503 8.237
25 O -24.992 18.381 9.218
26 O -24.056 18.271 7.058
27 O -29.557 22.309 8.808
28 H -28.793 22.823 8.548
29 H -29.282 21.399 8.698
30 O -18.847 17.370 3.824
31 H -18.693 17.486 4.761
32 H -19.013 18.255 3.497
33 O -19.026 17.353 13.164
34 H -19.897 17.639 12.891
35 H -19.062 16.397 13.121
36 O -32.291 24.307 12.646
37 H -31.863 23.453 12.704
38 H -33.222 24.118 12.764
39 O -27.592 26.316 12.089
40 H -27.912 25.422 11.968
41 H -28.026 26.821 11.402
42 O -23.591 16.755 17.242
43 H -23.331 15.835 17.194
44 H -24.475 16.773 16.875
45 O -14.558 19.483 6.689
46 H -14.887 19.140 7.520
47 H -14.881 20.384 6.657
48 O -21.919 22.068 14.384
49 H -22.649 22.687 14.381
50 H -21.809 21.830 15.304
51 O -21.074 13.305 12.904
52 H -21.073 12.361 12.743
53 H -21.966 13.583 12.696
54 O -28.339 17.392 4.032
55 H -27.529 17.155 4.484
56 H -28.939 16.670 4.218
57 O -18.122 22.007 12.141
58 H -18.874 21.825 12.705
59 H -18.206 21.384 11.419
60 O -20.726 20.706 1.520
61 H -21.497 20.392 1.992
62 H -20.417 21.453 2.033
63 O -21.808 23.654 8.507
64 H -21.836 23.179 9.338
65 H -21.866 24.577 8.757
66 O -29.613 22.330 17.368
67 H -29.095 22.256 16.566
68 H -29.210 21.706 17.972

***

(4)
ORCA calculation (ωB97M-V/def2-TZVPD) on a 16-piece molecular cluster, C8H28B2O30 overall in a non-equilibrium geometry.

As for the net charge: -2. The energy relative to the best compared isomer or geometry (same formula, charge and spin) comes out at 34.2 kcal per mole. For the gap between HOMO and LUMO, the calculation gives 9.59 eV. Its LUMO energy is 3.7 eV. As for the spin multiplicity: 1.

Positions of all 68 atoms, in Å:
1 O -0.269 1.413 -2.581
2 C -0.055 0.913 -1.494
3 O 0.343 -0.317 -1.326
4 B 0.782 -0.595 0.071
5 O 0.580 0.665 0.798
6 C 0.145 1.633 -0.105
7 O -0.063 2.780 0.145
8 O 2.189 -0.968 0.001
9 C 2.396 -2.215 0.322
10 O 3.515 -2.751 0.148
11 C 1.014 -2.764 0.637
12 O 0.178 -1.791 0.608
13 O 0.807 -3.896 1.060
14 O -0.005 -1.212 3.797
15 C -1.048 -0.478 3.683
16 O -1.591 -0.024 2.591
17 B -2.633 0.894 2.885
18 O -2.561 1.122 4.371
19 C -1.723 0.180 4.879
20 O -1.582 -0.021 6.054
21 O -3.891 0.160 2.632
22 C -4.662 0.889 1.865
23 O -5.868 0.786 1.602
24 C -3.791 2.139 1.461
25 O -2.623 2.082 2.038
26 O -4.227 3.060 0.804
27 O 2.130 -5.450 2.819
28 H 1.366 -5.276 2.269
29 H 2.577 -6.177 2.386
30 O -3.237 -0.098 -2.307
31 H -2.438 -0.038 -2.832
32 H -2.931 -0.337 -1.432
33 O 1.666 -2.268 -3.136
34 H 1.088 -2.670 -3.785
35 H 1.078 -1.770 -2.568
36 O -2.544 -1.199 0.060
37 H -2.104 -2.038 -0.080
38 H -2.247 -0.913 0.924
39 O 1.132 3.248 2.618
40 H 0.651 2.771 1.941
41 H 0.711 4.107 2.652
42 O 4.001 -1.006 -3.485
43 H 3.717 -1.722 -4.053
44 H 3.502 -1.128 -2.678
45 O 4.923 -5.151 -0.245
46 H 4.535 -4.382 0.174
47 H 5.572 -4.792 -0.850
48 O -1.122 5.827 -0.229
49 H -0.937 5.102 -0.826
50 H -1.430 5.406 0.573
51 O -1.148 1.395 -5.458
52 H -1.395 2.026 -4.782
53 H -0.372 0.959 -5.106
54 O -2.146 4.983 2.353
55 H -1.936 4.097 2.058
56 H -3.014 4.905 2.749
57 O -1.574 -4.052 2.586
58 H -1.115 -3.360 3.062
59 H -1.151 -4.075 1.728
60 O 1.650 0.844 -4.787
61 H 2.073 1.689 -4.934
62 H 2.311 0.319 -4.335
63 O -1.359 3.622 -3.427
64 H -2.050 3.588 -2.765
65 H -0.703 2.997 -3.121
66 O 5.886 -0.846 -0.149
67 H 6.088 0.080 -0.283
68 H 4.935 -0.900 -0.243

***

(5)
ORCA calculation (ωB97M-V/def2-TZVPD) on C8H28CsN8O10S as an isolated structure in a non-equilibrium geometry.

As for the net charge: -1. For the gap between HOMO and LUMO, the calculation gives 2.54 eV. Its LUMO energy is -0.4 eV. As for the spin multiplicity: 1.

Positions of all 56 atoms, in Å:
1 Cs 5.956 -3.268 -3.647
2 S 1.393 -2.620 0.084
3 O 0.379 -3.667 -0.001
4 O 1.391 -1.768 -1.110
5 O 1.221 -1.814 1.222
6 O 2.680 -3.272 0.184
7 C -1.994 -5.374 4.598
8 O -2.761 -5.725 5.493
9 N -1.398 -4.181 4.522
10 N -1.898 -5.973 3.494
11 H -0.942 -3.793 3.709
12 H -1.689 -3.556 5.260
13 H -2.054 -6.963 3.367
14 H -1.494 -5.559 2.666
15 C 5.833 1.181 1.951
16 O 6.646 2.027 2.341
17 N 4.583 1.320 2.139
18 N 6.169 -0.002 1.624
19 H 4.185 2.071 2.685
20 H 3.951 0.558 1.938
21 H 7.113 -0.325 1.784
22 H 5.417 -0.609 1.331
23 C -5.637 -2.292 0.734
24 O -6.598 -1.607 0.374
25 N -4.471 -2.458 0.134
26 N -5.651 -3.117 1.702
27 H -3.766 -3.026 0.581
28 H -4.186 -1.908 -0.663
29 H -4.919 -3.802 1.819
30 H -6.570 -3.263 2.094
31 C -1.426 2.880 2.850
32 O -2.159 3.787 3.197
33 N -1.436 1.752 3.462
34 N -0.559 2.961 1.871
35 H -0.944 0.978 3.040
36 H -2.104 1.594 4.204
37 H -0.622 3.782 1.286
38 H -0.110 2.063 1.759
39 C 3.972 4.616 -4.367
40 C 3.842 3.409 -3.444
41 O 3.382 2.267 -4.069
42 H 3.751 5.595 -3.942
43 H 3.228 4.623 -5.163
44 H 4.965 4.711 -4.807
45 H 3.214 3.615 -2.578
46 H 4.834 3.139 -3.080
47 H 2.966 1.663 -3.449
48 C -3.313 2.739 -5.052
49 C -2.772 2.034 -3.813
50 O -2.318 0.749 -4.091
51 H -3.981 3.569 -4.825
52 H -3.943 2.075 -5.645
53 H -2.568 2.981 -5.810
54 H -3.372 2.095 -2.905
55 H -1.881 2.557 -3.467
56 H -1.537 0.549 -3.571

***

(6)
ORCA calculation (ωB97M-V/def2-TZVPD) on a 8-piece molecular cluster, C8H28N14O10 overall in a non-equilibrium geometry.

As for the net charge: -2. The energy relative to the best compared isomer or geometry (same formula, charge and spin) comes out at 17.7 kcal per mole. For the gap between HOMO and LUMO, the calculation gives 6.75 eV. Its LUMO energy is 4.8 eV. As for the spin multiplicity: 1.

Positions of all 60 atoms, in Å:
1 C 3.409 -8.817 11.338
2 O 3.130 -8.014 12.284
3 O 2.905 -8.601 10.177
4 O 4.191 -9.866 11.514
5 C -0.405 -9.582 12.439
6 O -0.122 -8.524 11.919
7 N 0.359 -10.716 12.312
8 N -1.569 -9.797 13.121
9 H 1.230 -10.601 11.822
10 H 0.155 -11.502 12.895
11 H -1.835 -10.713 13.423
12 H -2.191 -9.035 13.311
13 C 5.493 -8.955 7.700
14 O 6.283 -8.821 6.738
15 N 5.666 -9.944 8.631
16 N 4.405 -8.223 7.906
17 H 5.258 -9.800 9.556
18 H 6.573 -10.367 8.546
19 H 4.077 -7.447 7.369
20 H 3.800 -8.581 8.659
21 C -0.358 -9.040 8.540
22 O -0.632 -8.008 9.159
23 N -1.147 -9.395 7.468
24 N 0.485 -9.990 8.969
25 H -0.929 -10.215 6.931
26 H -1.975 -8.872 7.274
27 H 1.216 -9.795 9.644
28 H 0.591 -10.809 8.398
29 C 8.531 -8.634 10.831
30 O 9.170 -7.856 11.542
31 N 7.401 -9.276 11.207
32 N 8.946 -8.891 9.559
33 H 6.971 -8.979 12.066
34 H 6.762 -9.734 10.583
35 H 8.551 -9.559 8.927
36 H 9.786 -8.428 9.268
37 C 4.906 -9.657 15.125
38 O 5.170 -9.761 16.326
39 N 4.044 -10.461 14.434
40 N 5.382 -8.661 14.335
41 H 3.665 -11.269 14.888
42 H 3.986 -10.336 13.427
43 H 4.945 -8.493 13.430
44 H 6.198 -8.142 14.597
45 C 3.280 -13.093 10.377
46 O 3.061 -14.308 10.194
47 N 3.385 -12.538 11.599
48 N 3.395 -12.174 9.375
49 H 3.562 -11.532 11.698
50 H 3.257 -13.102 12.418
51 H 3.718 -11.275 9.729
52 H 3.282 -12.436 8.418
53 C 1.366 -6.627 14.884
54 O 0.595 -6.494 13.926
55 N 2.640 -7.087 14.777
56 N 1.047 -6.219 16.145
57 H 3.368 -6.682 15.330
58 H 2.850 -7.622 13.920
59 H 0.091 -5.979 16.332
60 H 1.746 -6.231 16.859

***

(7)
ORCA calculation (ωB97M-V/def2-TZVPD) on C8H29CaN12O7 as an isolated structure in a non-equilibrium geometry.

As for the net charge: +1. The energy relative to the best compared isomer or geometry (same formula, charge and spin) comes out at 53.4 kcal per mole. For the gap between HOMO and LUMO, the calculation gives 7.37 eV. Its LUMO energy is -1.9 eV. As for the spin multiplicity: 1.

Positions of all 57 atoms, in Å:
1 Ca 11.461 -15.844 -0.164
2 C 15.460 -17.437 -0.290
3 C 14.760 -16.345 -1.035
4 O 13.368 -16.603 -1.271
5 H 16.540 -17.295 -0.249
6 H 15.303 -18.434 -0.702
7 H 15.085 -17.469 0.733
8 H 15.354 -16.128 -1.922
9 H 14.878 -15.494 -0.364
10 C 8.979 -15.262 -2.556
11 O 10.115 -15.362 -2.065
12 N 8.004 -16.036 -2.105
13 N 8.639 -14.347 -3.353
14 H 8.258 -16.712 -1.398
15 H 7.063 -15.971 -2.464
16 H 9.322 -13.604 -3.376
17 H 7.696 -14.342 -3.716
18 C 12.156 -18.486 1.704
19 O 11.927 -17.291 1.645
20 N 11.703 -19.351 2.596
21 N 12.970 -19.111 0.913
22 H 11.038 -18.941 3.236
23 H 12.252 -20.158 2.855
24 H 13.426 -18.563 0.197
25 H 13.144 -20.106 0.898
26 C 8.517 -14.956 1.472
27 O 9.511 -15.234 0.823
28 N 7.452 -14.392 0.907
29 N 8.284 -15.263 2.726
30 H 6.578 -14.399 1.414
31 H 7.449 -14.136 -0.070
32 H 7.408 -14.928 3.099
33 H 8.894 -15.812 3.314
34 C 12.399 -12.725 -1.400
35 O 11.830 -13.717 -0.994
36 N 13.354 -12.146 -0.835
37 N 12.082 -12.109 -2.470
38 H 13.759 -12.647 -0.057
39 H 13.791 -11.376 -1.319
40 H 11.179 -12.204 -2.912
41 H 12.765 -11.440 -2.795
42 C 13.494 -14.375 2.460
43 O 12.925 -14.604 1.415
44 N 13.619 -13.245 3.103
45 N 14.105 -15.369 3.070
46 H 14.274 -13.181 3.870
47 H 13.269 -12.424 2.629
48 H 14.515 -15.302 3.991
49 H 14.133 -16.213 2.516
50 C 10.343 -18.848 -1.318
51 O 10.344 -17.868 -0.606
52 N 11.351 -18.961 -2.128
53 N 9.510 -19.829 -1.274
54 H 11.383 -19.575 -2.929
55 H 12.032 -18.217 -2.180
56 H 8.917 -19.856 -0.456
57 H 9.568 -20.576 -1.952

***

(8)
ORCA calculation (ωB97M-V/def2-TZVPD) on C8H29GaN8O18P as an isolated structure in a non-equilibrium geometry.

As for the net charge: -1. For the gap between HOMO and LUMO, the calculation gives 4.18 eV. Its LUMO energy is 1.0 eV. As for the spin multiplicity: 1.

Positions of all 65 atoms, in Å:
1 O -4.242 -3.456 -1.277
2 P -2.690 -4.008 -1.634
3 O -2.744 -4.716 -3.188
4 Ga -1.497 -1.983 -2.010
5 H -4.517 -2.758 -1.887
6 H -3.106 -4.046 -3.784
7 H -0.313 -2.155 -3.089
8 H -2.576 -0.952 -2.618
9 H -0.948 -1.538 -0.608
10 C -2.747 -0.406 -6.214
11 N -3.715 -0.534 -5.097
12 O -4.045 -1.648 -4.763
13 O -4.095 0.500 -4.592
14 H -2.491 -1.400 -6.561
15 H -3.231 0.176 -6.994
16 H -1.874 0.109 -5.823
17 C -5.835 3.295 -5.228
18 N -6.075 3.045 -6.677
19 O -5.517 2.104 -7.201
20 O -6.819 3.816 -7.254
21 H -5.158 2.538 -4.851
22 H -5.400 4.285 -5.140
23 H -6.798 3.242 -4.727
24 C 0.075 1.158 2.717
25 N -0.047 0.198 1.585
26 O 0.706 0.356 0.645
27 O -0.883 -0.670 1.703
28 H 0.857 1.868 2.482
29 H -0.883 1.658 2.832
30 H 0.322 0.587 3.605
31 C 4.357 1.734 3.701
32 N 3.152 1.136 4.326
33 O 2.260 1.878 4.689
34 O 3.129 -0.073 4.433
35 H 4.227 2.809 3.669
36 H 5.207 1.450 4.321
37 H 4.445 1.321 2.699
38 C 0.790 -2.204 6.292
39 N 0.476 -1.542 7.587
40 O -0.143 -0.501 7.559
41 O 0.867 -2.096 8.596
42 H 0.386 -1.603 5.488
43 H 1.871 -2.275 6.219
44 H 0.334 -3.189 6.311
45 C -1.407 4.795 -5.303
46 N -2.650 4.192 -4.754
47 O -3.581 4.935 -4.489
48 O -2.662 2.995 -4.601
49 H -1.550 5.866 -5.380
50 H -0.601 4.553 -4.618
51 H -1.234 4.350 -6.278
52 C 2.141 -3.647 -0.552
53 N 3.591 -3.801 -0.853
54 O 4.363 -2.994 -0.373
55 O 3.916 -4.731 -1.562
56 H 2.008 -2.782 0.085
57 H 1.617 -3.513 -1.496
58 H 1.814 -4.553 -0.052
59 C 7.173 -0.071 7.771
60 N 6.842 -0.302 6.339
61 O 7.344 -1.252 5.787
62 O 6.077 0.491 5.821
63 H 7.855 -0.847 8.093
64 H 7.631 0.911 7.844
65 H 6.243 -0.107 8.329

***

| no. | E_tot (eV) |
| --- | --- |
| 1 | -34611.47172 |
| 2 | -49605.70888 |
| 3 | -71541.90189 |
| 4 | -71544.25787 |
| 5 | -52528.99470 |
| 6 | -50096.17087 |
| 7 | -59422.47743 |
| 8 | -119185.17290 |